Model one:
# C3H10N2S

An isolated molecule of C3H10N2S (the ωB97M-V functional and the def2-TZVPD basis, OMol25).

- HOMO energy (eV) = -8.71

Last column: Mulliken charge in e.
Element x y z (Å)
N  1.86319  -1.98890  -0.06798  -0.668
C  1.66434  -0.54563  -0.26984  -0.404
N  0.51373  -0.08664  0.46673  -0.314
C  -0.62095  0.44858  -0.23736  -0.442
C  -1.74018  0.82672  0.74821  -0.750
S  -3.01631  1.83087  -0.02803  -0.212
H  2.79027  -2.20070  -0.41516  0.250
H  1.23693  -2.47842  -0.70349  0.219
H  2.54221  0.04278  -0.00157  0.352
H  1.50209  -0.34718  -1.33963  0.278
H  0.22141  -0.78671  1.12896  0.246
H  -0.31190  1.38580  -0.72178  0.291
H  -0.98043  -0.15976  -1.08268  0.306
H  -2.19274  -0.11226  1.06886  0.339
H  -1.24060  1.26722  1.60110  0.395
H  -2.23105  2.90423  -0.14634  0.114

---

Model two:
# C3H10N2S

A cluster of 2 separate species, C3H10N2S in total (the ωB97M-V functional and the def2-TZVPD basis, OMol25).

- HOMO energy (eV) = -8.74

Last column: Mulliken charge in e.
Element x y z (Å)
H  -1.54545  0.87107  1.53542  0.238
N  -0.93889  0.42113  2.22543  -0.689
C  -0.02377  1.22707  2.57768  0.128
N  0.91960  0.86464  3.48894  -0.415
H  0.09691  2.24161  2.19692  0.308
H  0.79189  -0.01985  3.94797  0.239
H  1.59905  1.51098  3.84989  0.199
C  1.48314  -0.26479  -2.51217  -1.177
C  -0.02162  -0.37316  -2.75244  -0.273
S  -0.93911  -0.91808  -1.29150  -0.235
H  1.83413  -1.17538  -2.02864  0.352
H  1.68104  0.58754  -1.86970  0.312
H  2.00825  -0.10594  -3.44701  0.327
H  -0.22933  -1.08810  -3.55554  0.292
H  -0.41874  0.58129  -3.09865  0.294
H  0.08120  -1.12836  -0.45215  0.101

---

Stability verdict: model two, ahead by 0.0097 hartree

---

Model one:
# C3H10N2S

An isolated molecule of C3H10N2S (the ωB97M-V functional and the def2-TZVPD basis, OMol25).

- HOMO energy (eV) = -8.60

Last column: Mulliken charge in e.
Element x y z (Å)
N  1.51507  -1.80197  0.36944  -0.550
C  0.82363  -0.60940  0.81301  -0.583
C  -0.32212  -0.13480  -0.10736  0.520
N  -0.18078  -0.45381  -1.51587  -0.559
C  -0.52890  1.35308  0.16037  -0.896
S  -2.10036  1.96903  -0.35506  -0.220
H  1.38171  -2.57409  1.00201  0.225
H  1.36836  -2.21963  -0.52138  0.206
H  0.58700  -0.70456  1.87352  0.355
H  1.56658  0.21500  0.87901  0.243
H  -1.26253  -0.63110  0.21906  0.098
H  -0.71416  0.20340  -2.05157  0.160
H  0.10083  -1.34588  -1.83812  0.091
H  -0.38397  1.61864  1.21019  0.355
H  0.27783  1.90715  -0.33711  0.429
H  -2.12819  3.20895  0.19985  0.126

---

Model two:
# C3H10N2S

A cluster of 2 separate species, C3H10N2S in total (the ωB97M-V functional and the def2-TZVPD basis, OMol25).

- HOMO energy (eV) = -8.42

Last column: Mulliken charge in e.
Element x y z (Å)
H  3.34019  -1.80847  -0.74609  0.242
N  2.95129  -0.95952  -0.57877  -0.644
C  2.58164  -0.95696  0.64262  0.088
N  1.41211  -0.30931  1.27589  -0.528
H  3.00604  -1.62770  1.51989  0.279
H  0.95189  -1.10125  1.69284  0.301
H  0.94814  0.22942  0.56103  0.241
C  -1.49307  -0.65489  -1.22774  -0.706
S  -1.68873  0.31912  0.33552  -0.196
C  -1.84707  2.13697  0.27468  -0.633
H  -2.53668  -0.66974  -1.74302  0.261
H  -0.87454  -0.08137  -1.87814  0.280
H  -1.14268  -1.67692  -1.01982  0.267
H  -0.87803  2.51854  0.72213  0.215
H  -2.67981  2.02243  0.92221  0.232
H  -2.05071  2.61963  -0.75322  0.298

---

Stability verdict: model one, ahead by 0.0558 hartree

---

Model one:
# C3H3N2O2

A cluster of 2 separate species, C3H3N2O2 in total (the ωB97M-V functional and the def2-TZVPD basis, OMol25).

- HOMO energy (eV) = -2.37
- charge = -1

Last column: Mulliken charge in e.
Element x y z (Å)
C  -1.49570  -0.32386  -0.04490  0.081
C  -0.65398  0.70429  -0.19948  -0.243
C  2.40251  -0.19135  0.00961  0.718
N  -2.10290  -0.70193  1.10088  -0.765
N  0.63348  1.01273  -0.18671  -0.410
O  3.12666  0.60472  0.51083  -0.499
O  2.12221  -1.22811  -0.50415  -0.467
H  -2.04095  -0.62580  -0.92418  0.244
H  -2.93478  -1.25291  0.69844  0.159
H  0.94345  2.00221  -0.46034  0.182

---

Model two:
# C3H3N2O2

A structure of composition C3H3N2O2 (the ωB97M-V functional and the def2-TZVPD basis, OMol25).

- HOMO energy (eV) = -2.31
- charge = -1

Last column: Mulliken charge in e.
Element x y z (Å)
C  1.67961  -0.11640  -0.10159  -0.457
C  3.58909  -0.49447  -0.01960  0.318
C  2.88248  0.67841  -0.01245  0.412
N  -0.73832  -0.17032  -0.01509  -0.713
N  0.50488  0.52668  -0.16641  -0.016
O  4.05624  -1.60155  0.02411  -0.531
O  3.16799  1.91017  0.05194  -0.875
H  -0.83920  -0.79726  -0.81474  0.271
H  -0.67760  -0.77532  0.80728  0.287
H  0.39443  1.52182  0.02694  0.305

---

Stability verdict: model one, ahead by 0.0631 hartree

---

Model one:
# C2H4N6

An isolated molecule of C2H4N6 (the ωB97M-V functional and the def2-TZVPD basis, OMol25).

- HOMO energy (eV) = -8.92

Last column: Mulliken charge in e.
Element x y z (Å)
H  -0.90714  -0.89167  -2.13413  0.346
N  -1.88740  -0.84964  -1.66141  -0.523
C  -1.73649  -0.73795  -0.38078  -0.034
N  -0.37809  -0.54208  0.42014  0.108
N  -0.73174  0.31139  1.61203  -0.251
N  0.40101  1.05154  2.02238  -0.403
N  1.32424  0.78633  1.23320  0.223
C  0.77229  0.00134  0.04796  0.320
N  1.26384  -0.10496  -1.20805  -0.651
H  2.09188  0.54931  -1.60601  0.223
H  -2.49713  -0.47961  0.35656  0.399
H  2.28473  0.90599  1.29812  0.243

---

Model two:
# C2H4N6

A structure of composition C2H4N6 (the ωB97M-V functional and the def2-TZVPD basis, OMol25).

- HOMO energy (eV) = -7.75

Last column: Mulliken charge in e.
Element x y z (Å)
C  -0.24686  0.58366  -0.17692  0.411
C  0.88821  -1.36459  -0.08374  0.111
H  1.02211  1.37897  -1.85346  0.257
H  0.78965  3.36343  -1.88170  0.300
H  1.82092  -2.12640  -0.14010  0.239
H  0.65172  -2.45817  1.87954  0.297
N  0.47338  2.11783  -1.48177  -0.381
N  -0.47124  1.78334  -0.62863  -0.311
N  0.54516  -0.43629  -0.80375  -0.437
N  0.35253  -1.60511  1.23789  0.014
N  -0.87883  -1.17748  1.35535  -0.395
N  -1.18279  -0.03546  0.82945  -0.105

---

Model three:
# C2H4N6

An isolated molecule of C2H4N6 (the ωB97M-V functional and the def2-TZVPD basis, OMol25).

- HOMO energy (eV) = -9.56

Last column: Mulliken charge in e.
Element x y z (Å)
H  -3.31777  -0.70797  -0.72133  0.290
N  -3.22942  0.17451  -0.20523  -0.580
C  -2.05563  0.23580  0.25747  0.007
N  -1.02787  -0.72756  0.08352  -0.547
C  0.14299  -0.32593  0.02344  0.570
N  1.25918  -1.19197  0.03159  -0.187
N  2.31166  -0.50835  -0.03419  -0.247
N  2.00835  0.83250  -0.19173  -0.137
N  0.63264  1.00135  0.07887  -0.157
H  -1.78095  1.10945  0.87780  0.411
H  2.61667  1.39699  0.40943  0.275
H  0.27618  1.67898  -0.59114  0.303

---

Stability verdict: model three, ahead by 0.0813 hartree

---

Model one:
# C2H4N6

An isolated molecule of C2H4N6 (the ωB97M-V functional and the def2-TZVPD basis, OMol25).

- HOMO energy (eV) = -9.10

Last column: Mulliken charge in e.
Element x y z (Å)
H  0.64445  2.21822  -0.07309  0.210
N  1.58685  1.75785  -0.00810  -0.618
C  1.31248  0.51766  -0.04091  0.483
N  2.24613  -0.53750  0.09740  -0.246
N  1.68209  -1.63854  -0.00832  -0.378
N  0.35684  -1.51280  -0.14169  0.007
N  0.08843  -0.15931  -0.12290  0.188
C  -1.19341  0.35745  0.01000  0.159
N  -2.20257  -0.41249  0.04362  -0.604
H  -3.07031  0.13909  0.07505  0.263
H  -0.28904  -2.15066  0.26350  0.297
H  -1.16192  1.42106  -0.09454  0.238

---

Model two:
# C2H4N6

An isolated molecule of C2H4N6 (the ωB97M-V functional and the def2-TZVPD basis, OMol25).

- HOMO energy (eV) = -9.65

Last column: Mulliken charge in e.
Element x y z (Å)
H  -2.29697  0.87848  -0.57630  0.299
N  -1.85821  0.98795  -1.47994  -0.578
C  -0.58270  0.65869  -1.21335  0.475
N  0.34770  0.31238  -2.19713  -0.141
N  1.43795  0.21207  -1.53587  -0.293
N  1.34519  0.11105  -0.07207  -0.155
N  0.12051  0.67965  0.12364  0.299
N  -0.65255  -0.08740  0.98378  -0.519
C  -0.17662  -1.16244  1.72057  -0.220
H  2.13043  0.85271  0.23334  0.329
H  0.88464  -1.41857  1.77225  0.248
H  -0.69937  -2.02457  2.24108  0.257

---

Stability verdict: model one, ahead by 0.1219 hartree

---

Model one:
# C4H8NO3

A cluster of 2 separate species, C4H8NO3 in total (the ωB97M-V functional and the def2-TZVPD basis, OMol25).

- HOMO energy (eV) = -4.31
- charge = -1

Last column: Mulliken charge in e.
Element x y z (Å)
C  -2.18048  1.95110  -1.34241  -0.857
C  -1.41421  0.56896  -1.00835  0.566
O  -1.62736  0.12034  0.13780  -0.671
O  -0.81221  0.09354  -1.98679  -0.725
H  -3.07735  1.92836  -0.75540  0.274
H  -2.41471  1.85182  -2.41732  0.252
H  -1.51166  2.75342  -0.97502  0.181
C  0.80943  -1.78610  1.32167  -0.913
C  1.91070  -0.75245  1.35343  0.630
O  2.75234  -0.61824  2.22414  -0.668
N  2.00682  -0.19044  0.11612  -0.369
H  2.65031  0.55002  -0.12562  0.210
H  1.20782  -0.15249  -0.53128  0.219
H  0.82688  -2.37721  2.22413  0.319
H  1.09458  -2.49584  0.52425  0.254
H  -0.22088  -1.44480  1.24065  0.298

---

Model two:
# C4H8NO3

A cluster of 2 separate species, C4H8NO3 in total (the ωB97M-V functional and the def2-TZVPD basis, OMol25).

- HOMO energy (eV) = -4.14
- charge = -1

Last column: Mulliken charge in e.
Element x y z (Å)
C  -0.57939  -0.11601  2.30383  -0.999
C  -1.74582  0.76698  2.09866  0.646
O  -2.53385  1.13857  2.98185  -0.685
N  -1.94714  0.98465  0.73340  -0.324
H  -2.65784  1.57708  0.61465  0.172
H  -1.36009  0.57804  -0.04337  0.312
H  0.16610  0.15687  1.55384  0.326
H  -0.87185  -1.08549  2.07286  0.270
H  -0.31740  -0.06445  3.31565  0.326
C  2.19732  -1.03114  -2.42346  -0.765
C  1.07673  -0.05505  -1.94872  0.566
O  0.09947  -0.41934  -1.34099  -0.737
O  1.24303  1.12423  -2.32451  -0.759
H  2.77793  -0.25687  -2.96456  0.254
H  1.67455  -1.78545  -3.01448  0.189
H  2.77824  -1.51264  -1.61463  0.211

---

Stability verdict: model one, ahead by 0.0140 hartree